{
  "formula": "C11H13N2O6Pd",
  "method": "wB97M-V/def2-TZVPD",
  "elements": ["O", "C", "Pd", "O", "C", "C", "O", "C", "O", "C", "O", "H", "C", "N", "C", "C", "C", "N", "C", "C", "O", "H", "H", "H", "H", "H", "H", "H", "H", "H", "H", "H", "H"],
  "coordinates": [[-0.2605, 3.0318, -0.5429], [-0.3648, 1.8992, -0.3974], [-0.0733, -0.1325, -0.4775], [-3.0082, -1.2453, -0.5715], [-2.0155, -0.6776, -0.4677], [0.4148, -1.8734, 0.4296], [0.6621, -2.9170, 0.8414], [1.9814, 0.2490, -0.0798], [2.8347, -0.5484, 0.1639], [0.2501, -0.4157, -2.3821], [0.4937, -0.6963, -3.4669], [2.1604, 1.3761, -0.1855], [1.3617, 0.2484, 4.2956], [-0.0834, 0.2743, 4.3443], [-0.7405, 0.3057, 5.6426], [-2.1949, 0.6946, 5.5195], [-2.7626, 0.1330, 4.2279], [-2.0324, 0.6662, 3.1092], [-2.6976, 1.5530, 2.1932], [-0.6515, 0.7210, 3.1779], [0.0629, 1.1243, 2.2314], [1.7062, -0.6000, 3.6862], [1.7654, 0.1648, 5.3057], [1.7519, 1.1486, 3.7986], [-0.6535, -0.7005, 6.0762], [-0.2029, 1.0120, 6.2901], [-2.2844, 1.7932, 5.5300], [-2.7452, 0.3119, 6.3873], [-3.8263, 0.3511, 4.1192], [-2.6293, -0.9602, 4.2744], [-3.5939, 1.0877, 1.7697], [-3.0035, 2.4768, 2.7151], [-2.0074, 1.8049, 1.3919]],
  "forces_ev_per_a": [[-0.200, -3.061, 0.534], [-0.159, 4.412, -0.756], [-0.438, 0.339, 0.757], [2.693, 1.406, -0.022], [-4.873, -1.728, 0.727], [0.754, -5.089, 1.559], [-0.645, 3.267, -1.102], [2.831, 0.361, 0.887], [-1.072, 1.145, -0.351], [1.444, -1.118, -4.888], [-0.742, 0.759, 2.820], [0.418, -0.583, 0.145], [0.729, -0.084, -0.184], [-0.125, 0.592, -1.342], [0.156, -0.404, 0.255], [-0.358, 0.572, 0.404], [0.069, -0.537, 0.750], [1.242, -0.055, -0.549], [-0.436, 0.452, 0.014], [-0.457, -0.056, 0.518], [-0.512, -0.384, -0.063], [-0.014, 0.102, 0.304], [-0.061, -0.047, -0.147], [-0.093, -0.193, 0.409], [0.013, 0.228, 0.054], [-0.117, -0.203, -0.071], [-0.080, -0.304, -0.084], [0.087, 0.122, -0.179], [0.153, -0.005, -0.071], [-0.223, 0.177, -0.204], [0.144, -0.002, 0.076], [0.039, -0.156, -0.315], [-0.169, 0.075, 0.115]],
  "mulliken_charge": [-0.192, 0.234, 0.344, -0.188, 0.328, 0.264, -0.168, 0.042, -0.323, 0.356, -0.173, 0.346, -0.971, 0.144, -0.656, -0.612, -0.754, 0.385, -0.740, 0.271, -0.643, 0.234, 0.421, 0.299, 0.360, 0.401, 0.290, 0.372, 0.434, 0.306, 0.301, 0.327, -0.040],
  "spin_multiplicity": 3,
  "relative_energy_kj_mol": 0.00,
  "orbital_gap_ev": [7.493, 5.281],
  "total_charge": 1,
  "e_tot_ha": -1115.443592,
  "e_homo_ev": [-11.06, -11.98],
  "s2": 2.01,
  "max_force_ha_per_bohr": 0.1045
}